[1]
C35H73B2N2O13Pt2S6 | ωB97M-V/def2-TZVPD

The value obtained for the highest occupied orbital energy (spin up / spin down) is -10.1870 / -10.1870 eV. The molecular weight comes out at 1334.152 g mol⁻¹. Its expectation value of S² is 6.013. For the largest force on an atom, the calculation gives 2.4 eV Å⁻¹. The calculation puts the total energy at -5141.814381 hartree. As for the gap between HOMO and LUMO (spin up / spin down): 0.2688 / 0.2057 hartree.

Geometry as ORCA input:
```
! wB97M-V def2-TZVPD RIJCOSX def2/J DEFGRID3
* xyz 1 5
Pt -2.3738 -3.2545 -0.4214
Pt -3.0382 -1.4691 2.2092
B -1.4612 -5.0652 0.6077
H -0.6485 -5.6816 1.2130
H -1.8575 -5.6542 -0.3844
H -2.4484 -4.7494 1.2716
H -0.8702 -4.0432 0.2970
B -2.0740 -2.5695 3.7560
H -1.3997 -3.0836 4.5856
H -1.4517 -2.6599 2.7004
H -3.1658 -3.1211 3.6983
H -2.2637 -1.3698 4.0521
C -0.2377 -0.2710 -1.1278
C -0.3387 -0.9884 0.2110
C 0.1577 -0.0780 1.3223
O -1.6869 -1.3299 0.5218
H -0.2437 0.8103 -1.0056
H -0.9796 -0.6024 -1.8492
H 0.7407 -0.5174 -1.5621
H 0.2070 -1.9376 0.2845
H 1.2160 0.1773 1.2858
H -0.0609 -0.5805 2.2700
H -0.4775 0.8096 1.4162
C -3.5321 3.1075 0.0565
C -2.9295 3.3971 1.4432
C -3.8804 3.0025 2.5648
S -4.8020 1.6294 1.8757
O -6.1290 1.5039 2.3881
O -3.8735 0.4976 1.9500
C -4.8183 2.2872 0.2269
H -2.8376 2.6007 -0.6132
H -3.8222 4.0223 -0.4559
H -2.7475 4.4758 1.5003
H -1.9136 3.0558 1.6504
H -4.6021 3.7788 2.8142
H -3.4109 2.6063 3.4635
H -5.6463 2.9956 0.3147
H -5.0509 1.5732 -0.5563
C 4.2771 -2.7192 1.1547
C 4.6685 -4.0723 0.5580
C 4.5337 -5.1435 1.6463
S 3.0692 -4.6339 2.5952
O 3.3772 -4.7647 3.9870
O 1.9944 -5.3608 1.9573
C 3.0932 -2.8992 2.0981
H 4.0377 -1.9800 0.3858
H 5.1961 -2.2847 1.5607
H 5.6524 -4.1225 0.0973
H 3.9537 -4.3651 -0.2219
H 5.3725 -5.0361 2.3345
H 4.3510 -6.1439 1.2741
H 3.1776 -2.3642 3.0415
H 2.2021 -2.6345 1.5335
C 1.7863 1.1749 5.2938
C 1.4785 2.5847 5.8250
C 0.1797 2.4904 6.5981
S -0.8076 1.1984 5.7545
O -1.8428 1.7497 4.9166
O -1.1343 0.2427 6.7734
C 0.5436 0.6451 4.6661
H 2.2464 0.7637 6.2023
H 2.6888 1.1183 4.6761
H 1.3860 3.3562 5.0536
H 2.2982 2.8998 6.4714
H -0.3603 3.4253 6.7213
H 0.2760 2.0374 7.5847
H 0.2820 1.2153 3.7763
H 0.3934 -0.4282 4.5699
C 1.1606 -5.9781 -3.1678
C 1.5927 -5.5795 -1.7536
C 1.5605 -4.0533 -1.7813
S 0.2133 -3.5303 -2.8403
O 0.7577 -2.6084 -3.7924
O -0.9457 -3.1254 -2.0563
C -0.0849 -5.1785 -3.5086
H 0.9472 -7.0334 -3.3324
H 1.9958 -5.7725 -3.8483
H 2.5247 -5.9717 -1.3559
H 0.8549 -5.9576 -1.0334
H 2.4535 -3.8612 -2.3854
H 1.5709 -3.4556 -0.8735
H -0.3639 -5.0247 -4.5521
H -0.9254 -5.7038 -3.0522
C -4.9675 -0.9051 -5.0403
C -3.5972 -0.2054 -5.2854
C -2.6882 -0.4358 -4.0842
S -3.7704 -0.5292 -2.6637
O -3.9803 0.7894 -2.1230
O -3.2858 -1.5812 -1.7854
C -5.2986 -0.9340 -3.5451
H -4.8678 -1.9287 -5.3920
H -5.7701 -0.3091 -5.4625
H -3.7453 0.8728 -5.3450
H -3.1793 -0.6214 -6.1954
H -2.0082 0.3778 -3.8399
H -2.2119 -1.4131 -4.1678
H -5.9282 -0.0971 -3.2482
H -5.7394 -1.8330 -3.1204
C 2.9623 3.4165 1.6617
C 3.9701 3.5233 2.8183
C 5.0919 4.4664 2.3774
S 4.7447 5.0302 0.7075
O 5.3110 4.1251 -0.2599
O 4.9939 6.4388 0.5700
C 3.0001 4.6735 0.8158
H 1.9347 3.3258 2.0502
H 2.9674 2.4968 1.0755
H 4.2429 2.4985 3.0771
H 3.5854 3.9074 3.7653
H 6.0768 3.9937 2.4001
H 5.2559 5.3431 3.0032
H 2.6111 4.4559 -0.1730
H 2.5825 5.5378 1.3306
N 0.3705 -0.1519 -5.1344
C 0.3164 -0.3648 -6.4879
C 0.4724 0.8450 -7.1031
C 0.5362 1.8337 -6.0886
C 0.6358 1.1717 -4.8967
H 0.3352 -0.8807 -4.4405
H 0.1369 -1.3800 -6.8017
H 0.4727 1.0160 -8.1673
H 0.6363 2.9070 -6.1183
H 1.0173 1.4770 -3.9351
N 0.1505 6.3904 -1.7471
C -0.0710 5.6900 -2.8881
C -0.0660 4.3501 -2.5910
C -0.0206 4.2717 -1.1650
C 0.1594 5.5337 -0.6744
H 0.1719 7.3940 -1.6948
H -0.1057 6.1412 -3.8660
H -0.3442 3.6147 -3.3289
H -0.3008 3.3606 -0.6561
H 0.2737 5.8809 0.3368
*
```


[2]
C3H8IN2 | ωB97M-V/def2-TZVPD

The value obtained for the highest occupied orbital energy is -13.1488 eV. The molecular weight comes out at 199.015 g mol⁻¹. For the energy above the lowest of the compared OMol25 structures with the same formula, charge and spin, the calculation gives 9.6 kcal/mol. For the largest force on an atom, the calculation gives 4.9 eV Å⁻¹. The calculation puts the total energy at -526.030680 hartree. As for the gap between HOMO and LUMO: 0.3062 hartree.

Geometry as ORCA input:
```
! wB97M-V def2-TZVPD RIJCOSX def2/J DEFGRID3
* xyz 1 1
C 0.9132 1.1482 0.2385
C 1.8959 0.1640 0.0074
C 1.6560 -1.2083 0.0395
N 0.4222 -1.6799 0.0023
N -0.3507 1.0920 -0.1969
I -4.1199 0.1991 0.0735
H 1.2955 2.0575 0.8182
H -5.4187 0.8546 -0.5413
H 2.8733 0.3894 0.1270
H 2.4117 -1.8590 0.1907
H 0.2377 -2.5468 0.4210
H -0.3896 -1.0952 -0.2217
H -0.8272 1.9307 0.0518
H -0.5993 0.5538 -1.0101
*
```


[3]
C2H6N3O2 | ωB97M-V/def2-TZVPD

The SMILES is C[N-][N+](=O)[N-]OC. The value obtained for the highest occupied orbital energy is -2.8164 eV. The molecular weight comes out at 104.089 g mol⁻¹. For the energy above the lowest of the compared OMol25 structures with the same formula, charge and spin, the calculation gives 177.5 kcal/mol. For the largest force on an atom, the calculation gives 5.0 eV Å⁻¹. The calculation puts the total energy at -394.377300 hartree. As for the gap between HOMO and LUMO: 0.2593 hartree.

Geometry as ORCA input:
```
! wB97M-V def2-TZVPD RIJCOSX def2/J DEFGRID3
* xyz -1 1
C 2.4524 0.7126 -0.0652
C -2.5802 -0.0052 0.4833
N -0.9218 1.5930 -0.1794
N 1.2156 1.3543 0.2660
N 0.0886 0.8069 -0.3706
O 0.1725 -0.3374 -0.8825
O -2.1716 0.9716 -0.4886
H 2.4771 -0.3528 0.3120
H 3.1338 1.4174 0.4008
H 2.6930 0.7021 -1.1698
H -2.9233 0.7242 1.3316
H -1.9836 -0.8659 0.6833
H -3.6312 -0.3732 0.1400
*
```


[4]
H2N3O2S | ωB97M-V/def2-TZVPD

The value obtained for the highest occupied orbital energy (spin up / spin down) is -2.7035 / -2.8779 eV. The molecular weight comes out at 108.102 g mol⁻¹. For the energy above the lowest of the compared OMol25 structures with the same formula, charge and spin, the calculation gives 76.1 kcal/mol. Its expectation value of S² is 2.023. For the largest force on an atom, the calculation gives 4.4 eV Å⁻¹. The calculation puts the total energy at -713.883336 hartree. As for the gap between HOMO and LUMO (spin up / spin down): 0.2511 / 0.2567 hartree.

Geometry as ORCA input:
```
! wB97M-V def2-TZVPD RIJCOSX def2/J DEFGRID3
* xyz -1 3
N 0.3713 -0.9291 0.7660
N -0.0132 0.2949 0.2627
N -0.0972 0.4058 -0.9936
O -0.3795 1.2066 0.9998
O -0.5859 2.1829 -1.5910
S 0.4777 -0.6187 -2.0281
H -0.3990 -1.6838 0.7709
H 0.6257 -0.8586 1.8132
*
```


What did the third record say?
C2H6N3O2 | ωB97M-V/def2-TZVPD

The SMILES is C[N-][N+](=O)[N-]OC. The value obtained for the highest occupied orbital energy is -2.8164 eV. The molecular weight comes out at 104.089 g mol⁻¹. For the energy above the lowest of the compared OMol25 structures with the same formula, charge and spin, the calculation gives 177.5 kcal/mol. For the largest force on an atom, the calculation gives 5.0 eV Å⁻¹. The calculation puts the total energy at -394.377300 hartree. As for the gap between HOMO and LUMO: 0.2593 hartree.

Geometry as ORCA input:
```
! wB97M-V def2-TZVPD RIJCOSX def2/J DEFGRID3
* xyz -1 1
C 2.4524 0.7126 -0.0652
C -2.5802 -0.0052 0.4833
N -0.9218 1.5930 -0.1794
N 1.2156 1.3543 0.2660
N 0.0886 0.8069 -0.3706
O 0.1725 -0.3374 -0.8825
O -2.1716 0.9716 -0.4886
H 2.4771 -0.3528 0.3120
H 3.1338 1.4174 0.4008
H 2.6930 0.7021 -1.1698
H -2.9233 0.7242 1.3316
H -1.9836 -0.8659 0.6833
H -3.6312 -0.3732 0.1400
*
```


- molecular weight of number 2 (C3H8IN2)?
  199.015 g mol⁻¹